The following is a DFT calculation (wB97M-V/def2-TZVPD) of a molecular structure, C45H59BaN3O7Si4.

```
119
Properties=species:S:1:pos:R:3:mulliken_charge:R:1
Ba -0.2861 -0.5892 0.0615 1.613
C -1.5672 2.8376 5.3541 -1.847
C -0.2843 2.0616 4.9987 1.236
C 0.6942 2.0994 6.1869 -1.897
O -0.6280 0.7390 4.6921 -0.210
C -0.3814 0.4737 3.3143 -1.556
C 0.2852 1.7337 2.7685 -1.210
O 0.3568 2.6216 3.8826 -0.326
C -0.4442 2.3461 1.5243 2.806
O -0.5834 1.3741 0.6038 -1.106
C -1.8139 2.9242 1.9174 0.017
C -1.9817 4.1925 2.4632 -0.110
C -3.2485 4.6783 2.7465 -0.639
C -4.3726 3.9114 2.4852 -0.593
C -4.2131 2.6569 1.9218 -0.795
C -2.9496 2.1739 1.6359 -0.597
C 0.3701 3.5206 0.9706 -0.470
C 0.0094 3.9864 -0.2890 -0.425
C 0.6675 5.0502 -0.8740 -0.724
C 1.7120 5.6706 -0.2072 -0.552
C 2.0911 5.2047 1.0389 -0.898
C 1.4232 4.1428 1.6292 -0.222
C 0.4275 -0.8553 3.1692 2.566
O 0.6219 -1.1641 1.8816 -0.626
C -0.3653 -2.0117 3.7878 -0.575
C -1.6781 -1.9325 4.2344 -0.317
C -2.3491 -3.0682 4.6534 -1.090
C -1.7279 -4.3030 4.6258 -0.508
C -0.4162 -4.3935 4.1903 -1.117
C 0.2519 -3.2598 3.7776 -0.020
C 1.7327 -0.6825 3.9496 -0.126
C 1.7938 -0.9380 5.3159 -0.178
C 2.9764 -0.7683 6.0132 -0.679
C 4.1230 -0.3576 5.3529 -0.694
C 4.0739 -0.1093 3.9925 -1.212
C 2.8877 -0.2660 3.2981 -0.106
H -1.9407 2.4987 6.3187 0.513
H -2.3150 2.6536 4.5875 0.350
H -1.3505 3.9009 5.3919 0.311
H 0.2528 1.5941 7.0415 0.337
H 0.9035 3.1360 6.4377 0.443
H 1.6176 1.5985 5.9082 0.366
H -1.3253 0.3207 2.7823 1.398
H 1.3024 1.5091 2.4329 1.125
H -1.1190 4.8086 2.6707 0.506
H -3.3671 5.6705 3.1674 0.380
H -5.3622 4.2902 2.7187 0.341
H -5.0753 2.0509 1.6813 0.521
H -2.8198 1.2170 1.1523 0.164
H -0.8006 3.4870 -0.7984 0.589
H 0.3638 5.4037 -1.8510 0.401
H 2.2280 6.5111 -0.6580 0.373
H 2.9110 5.6821 1.5646 0.419
H 1.7130 3.8213 2.6173 0.387
H -2.1786 -0.9796 4.2792 0.424
H -3.3683 -2.9856 5.0091 0.395
H -2.2603 -5.1925 4.9346 0.386
H 0.0911 -5.3500 4.1781 0.400
H 1.2752 -3.3281 3.4324 0.594
H 0.9032 -1.2619 5.8349 0.463
H 3.0079 -0.9528 7.0809 0.387
H 5.0472 -0.2172 5.8998 0.344
H 4.9617 0.2108 3.4634 0.484
H 2.8592 -0.0726 2.2368 0.305
N -3.8364 -0.7771 -0.7019 -0.850
C -2.6963 -0.8309 -0.5381 -0.166
O 0.0583 -1.7883 -2.8976 0.156
N 0.8714 -1.0387 -1.9716 -1.419
C 3.2315 -2.5414 -4.5497 -0.975
Si 2.0949 -1.1427 -5.2394 0.801
C 2.8892 0.5061 -4.6580 -0.993
C 2.2720 -1.1814 -7.1702 -1.247
Si -0.1437 -1.2943 -4.4326 -0.221
Si -1.5679 -3.1246 -4.8169 1.043
C -2.1998 -3.2228 -6.6392 -1.304
C -0.6454 -4.7805 -4.4938 -1.017
C -3.1065 -3.2085 -3.6835 -0.956
Si -1.2821 0.7768 -4.5858 0.979
C -1.3733 1.2511 -6.4626 -1.313
C -3.0851 0.6963 -3.9505 -0.915
C -0.5497 2.3003 -3.6971 -0.793
H 4.2363 -2.5586 -4.9699 0.426
H 2.7861 -3.5211 -4.7038 0.301
H 3.3235 -2.3970 -3.4768 0.059
H 3.9227 0.6515 -4.9687 0.399
H 2.8580 0.5330 -3.5724 0.150
H 2.3110 1.3530 -5.0180 0.232
H 3.3015 -1.1067 -7.5126 0.357
H 1.7216 -0.3494 -7.5992 0.298
H 1.8544 -2.0936 -7.5860 0.315
H -1.3769 -3.1924 -7.3455 0.335
H -2.8548 -2.3904 -6.8712 0.321
H -2.7554 -4.1381 -6.8188 0.340
H 0.2203 -4.9062 -5.1405 0.272
H -1.2850 -5.6537 -4.6066 0.379
H -0.2961 -4.7543 -3.4661 0.122
H -3.7820 -2.3728 -3.8311 0.279
H -2.7679 -3.1535 -2.6533 0.124
H -3.6823 -4.1244 -3.8012 0.398
H -1.6331 0.3920 -7.0708 0.298
H -0.4165 1.6175 -6.8180 0.306
H -2.1094 2.0223 -6.6596 0.369
H -3.6582 -0.0833 -4.4419 0.225
H -3.6240 1.6321 -4.0834 0.378
H -3.0627 0.4695 -2.8865 0.017
H 0.3876 2.6363 -4.1305 0.430
H -0.3604 2.0150 -2.6652 -0.169
H -1.2336 3.1474 -3.6976 0.465
O 0.0102 -3.6789 -1.0478 -0.638
C 1.0362 -3.1114 -0.6979 0.462
C 2.0596 -3.6890 0.2582 -0.947
C 2.8674 -2.4741 0.6567 0.697
C 2.5501 -1.4508 -0.3991 0.213
O 3.1054 -0.3811 -0.5713 -0.676
N 1.4735 -1.8961 -1.1113 0.448
H 2.6572 -4.4524 -0.2511 0.319
H 1.5354 -4.1545 1.0937 0.242
H 3.9369 -2.6362 0.7884 0.697
H 2.4496 -2.0693 1.5804 -0.975
```

Calculated values
- E_HOMO (eV) = -1.7391
- frontier orbital gap (eV) = 5.868
- total energy (eV) = -98631.7217
- net charge = -2

=====

The following is a DFT calculation (wB97M-V/def2-TZVPD) of a molecular structure, C45H59O3ReS2Sb2Si2Te.

```
115
Properties=species:S:1:pos:R:3:mulliken_spin:R:1
Re -0.0190 0.5842 -0.1429 2.208
S -0.4882 0.1557 2.0318 0.167
C -1.8069 1.2737 2.3019 0.068
C -2.2972 1.5657 3.5885 0.011
C -3.5042 2.2284 3.8234 0.013
C -4.3060 2.6076 2.7437 0.007
C -3.7939 2.4602 1.4455 0.008
C -2.5910 1.7858 1.1868 0.068
S -2.1250 1.4897 -0.4949 0.156
H -1.6852 1.2521 4.4472 -0.001
H -3.7893 2.4151 4.8575 0.001
H -5.2841 3.0125 2.8889 0.002
H -4.3875 2.8522 0.6025 0.001
C 1.9968 3.1488 2.3144 0.017
C 3.3280 2.4198 2.4269 -0.005
C 3.2720 0.8976 2.4525 0.009
Sb 2.7645 -0.0041 0.5078 0.034
C 3.0329 -2.1971 0.5992 0.007
C 2.0439 -2.9695 1.2276 0.005
C 2.0463 -4.3730 1.1064 0.002
C 3.0598 -5.0323 0.3955 0.000
C 4.0444 -4.2578 -0.2219 0.000
C 4.0544 -2.8458 -0.0910 0.000
C 4.7311 0.5468 -0.2749 -0.003
C 5.8852 0.9125 0.4607 0.001
C 7.1059 1.1196 -0.2060 0.000
C 7.2163 0.9620 -1.5779 -0.001
C 6.0766 0.5538 -2.3109 0.000
C 4.8616 0.3718 -1.6637 0.005
Sb 0.9604 3.0741 0.3447 0.026
C -0.1135 5.0652 0.2076 0.022
C 0.4472 6.3095 0.5374 -0.007
C -0.3382 7.4663 0.5147 0.001
C -1.6791 7.4479 0.1161 -0.001
C -2.2370 6.2055 -0.2609 0.003
C -1.4581 5.0456 -0.2074 0.008
C 2.5860 3.6731 -0.9926 -0.011
C 2.5800 3.2702 -2.3225 0.004
C 3.6482 3.5373 -3.1805 0.000
C 4.7760 4.2574 -2.6977 0.000
C 4.7624 4.7139 -1.3834 -0.001
C 3.6791 4.4490 -0.5558 -0.005
H 2.0695 4.2300 2.5313 0.001
H 1.2305 2.6792 2.9757 -0.002
H 3.8552 2.7752 3.3327 0.003
H 4.0008 2.7700 1.6538 0.001
H 2.4895 0.5639 3.1195 0.004
H 4.2287 0.4528 2.7793 0.000
H 1.1997 -2.4454 1.7012 -0.007
H 1.2178 -4.9514 1.5385 0.000
H 3.0719 -6.1103 0.2556 0.000
H 4.7838 -4.7427 -0.8556 0.000
H 4.8319 -2.2681 -0.5770 0.000
H 5.8096 1.0287 1.5652 0.000
H 7.9362 1.4763 0.4021 0.000
H 8.1505 1.1747 -2.0971 0.000
H 6.1169 0.4182 -3.3946 0.000
H 3.9506 0.2001 -2.2417 -0.004
H 1.4949 6.3588 0.8197 -0.001
H 0.1051 8.4139 0.8163 0.000
H -2.2837 8.3649 0.0816 0.000
H -3.2731 6.1332 -0.5950 0.000
H -1.9235 4.0980 -0.4898 -0.003
H 1.6963 2.7459 -2.6975 -0.001
H 3.6369 3.1754 -4.2170 0.000
H 5.6296 4.4754 -3.3474 0.000
H 5.5596 5.3001 -0.9778 0.000
H 3.7044 4.8333 0.4624 0.000
C -0.8325 -0.8168 -4.0668 0.000
C 0.1968 -0.7646 -2.9747 0.002
C 1.6282 -1.0943 -3.4147 -0.008
O 0.1405 0.4908 -2.2666 -0.008
C -0.2641 -1.7877 -1.9248 0.002
O -0.6174 -2.9349 -2.1513 0.025
O -0.2083 -1.2932 -0.6286 0.110
H -0.4713 -0.1652 -4.8597 0.000
H -1.8526 -0.5756 -3.7474 0.003
H -0.8102 -1.8382 -4.4871 0.000
H 1.9254 -0.2885 -4.0830 0.000
H 1.5966 -2.0284 -3.9745 -0.001
H 2.3395 -1.1194 -2.6058 0.006
H -0.1865 1.2535 -2.7865 -0.002
C -4.0116 -4.0371 3.5378 0.001
Si -2.2655 -4.4367 2.8647 0.002
C -1.8563 -6.2847 2.9444 0.000
C -0.9044 -3.5113 3.8015 0.010
C -2.3275 -3.9504 0.9822 0.005
Te -2.9070 -1.9605 0.4075 0.038
C -4.9971 -2.4260 0.0324 0.004
Si -5.5234 -2.5504 -1.8354 -0.001
C -7.3649 -2.9488 -1.7211 0.000
C -4.4752 -3.9007 -2.6898 0.001
C -5.2585 -0.9067 -2.7842 0.002
H -4.0756 -4.2950 4.6096 0.000
H -4.7702 -4.6197 2.9928 0.000
H -4.2459 -2.9786 3.4884 0.000
H -1.5033 -6.5952 3.9504 0.000
H -1.0640 -6.4991 2.2274 0.000
H -2.7119 -6.9238 2.6526 0.000
H -0.9993 -3.7018 4.8743 0.000
H -0.9858 -2.4245 3.6416 0.000
H 0.0919 -3.8203 3.5023 0.000
H -3.0181 -4.5829 0.3925 0.000
H -1.3256 -4.0162 0.5159 -0.002
H -5.5876 -1.6444 0.5319 0.001
H -5.1578 -3.3709 0.5724 0.000
H -7.5288 -3.8973 -1.2030 0.000
H -7.8131 -3.0064 -2.7042 0.000
H -7.9036 -2.1561 -1.1630 0.000
H -4.4991 -4.8244 -2.0914 0.000
H -3.4117 -3.5852 -2.7666 0.000
H -4.8454 -4.1385 -3.6790 0.000
H -5.5935 -0.0178 -2.2058 0.000
H -5.8646 -0.9029 -3.6990 0.000
H -4.2255 -0.7245 -3.0969 0.000
```

Calculated values
- 2S+1 = 4
- E_HOMO (alpha / beta) (eV) = -8.7694 / -8.7478
- frontier orbital gap (alpha / beta) (eV) = 5.975 / 4.498
- total energy (eV) = -113683.8260
- net charge = +1

=====

Quick rundown of largest force on an atom, same order as above: 0.0976, 0.0527 hartree/bohr
Quick rundown of ΔE to the lowest compared entry with this formula, charge and spin, same order as above: 555.6, 0.0 kJ/mol